A cluster of 8 separate species, C12H40O8 in total, computed with wB97M-V/def2-TZVPD.

Results
HOMO-LUMO gap: 9.529 eV
E_HOMO: -9.13 eV
M: 312.4 Da
Max |F|: 3.436 eV Å⁻¹
Energy above the lowest of the compared OMol25 structures with the same formula, charge and spin: 512.6 kJ/mol

```
60
Properties=species:S:1:pos:R:3:nbo_charge:R:1
O 1.189 0.768 -0.744 -0.7600
O -3.347 -0.364 1.568 -0.7422
O 1.420 -1.832 -1.955 -0.7412
O -1.618 0.564 -1.589 -0.7389
O -0.701 -0.212 -5.905 -0.7292
O 3.095 -0.262 1.067 -0.7369
O 0.697 -1.503 4.317 -0.7254
O 1.265 -2.406 0.550 -0.7619
C -2.749 1.154 -1.099 -0.2449
C -0.092 -2.151 0.791 -0.2437
C 4.189 0.616 1.046 -0.0626
C -1.053 0.824 -4.989 -0.0698
C -4.774 -0.228 1.890 -0.0689
C 4.151 1.474 2.349 -0.6203
C 0.150 1.289 1.447 -0.6340
C 1.396 -0.368 4.785 -0.2499
C -5.496 -1.550 1.751 -0.6415
C 2.690 -1.507 -2.345 -0.2591
C 0.759 1.832 0.130 -0.0577
C 0.349 1.268 -4.551 -0.6136
H 1.721 0.387 4.042 0.1620
H 1.032 1.444 -5.454 0.2164
H 0.160 2.171 -3.993 0.2053
H 0.854 -1.868 -2.720 0.4892
H -1.322 -0.195 -6.607 0.4657
H -0.537 0.478 1.279 0.2101
H 1.496 -2.089 -0.372 0.4905
H -1.609 0.444 -4.190 0.1587
H -3.634 0.629 -1.521 0.1595
H 0.785 0.598 -3.847 0.2025
H -0.033 2.410 -0.352 0.1618
H -2.844 2.205 -1.406 0.1610
H -1.677 1.658 -5.345 0.1609
H -5.208 -2.037 0.856 0.2157
H 1.296 -1.956 3.628 0.4782
H 2.561 -0.471 -2.584 0.1771
H 4.038 1.375 0.233 0.1576
H 5.206 0.122 0.961 0.1605
H 3.242 2.045 2.386 0.1986
H 0.444 0.232 -0.945 0.4896
H 0.883 0.864 2.066 0.2172
H 4.981 2.112 2.332 0.1987
H 1.600 2.421 0.329 0.1744
H -5.254 -2.231 2.550 0.2036
H -5.153 0.410 1.057 0.1746
H -0.151 -1.806 1.818 0.1760
H 3.372 -1.556 -1.518 0.2022
H -0.486 -1.386 0.141 0.1440
H 0.588 0.059 5.439 0.1761
H -2.925 -0.787 2.314 0.4700
H 2.583 -0.076 0.321 0.4916
H -0.652 -3.069 0.644 0.1555
H -2.633 1.137 -0.056 0.1981
H 2.963 -1.979 -3.335 0.1711
H 4.258 0.885 3.336 0.1993
H -1.899 -0.303 -1.859 0.4718
H 2.322 -0.479 5.288 0.1615
H -6.610 -1.526 1.808 0.2158
H -4.847 0.254 2.877 0.1759
H -0.428 2.069 1.886 0.2032
```